1.
80
Properties=species:S:1:pos:R:3 method="wB97M-V/def2-TZVPD" lumo_energy_ev=-2.362 total_charge=+1
C 0.927 -1.934 -5.293
C 2.115 -1.390 -4.514
O 1.622 -0.673 -3.379
C 2.638 -0.063 -2.614
C 2.514 -0.320 -1.114
C 1.188 -0.061 -0.326
P 0.790 1.692 -0.786
O 1.997 2.514 -0.588
O 0.266 1.768 -2.277
O -0.418 2.236 0.095
C 1.667 -0.001 1.200
N 2.749 -0.882 1.529
C 0.486 -0.043 2.275
Cl 0.984 -1.146 3.630
C 0.242 1.312 2.946
C 1.506 2.101 3.256
O 2.560 1.587 3.561
N 1.348 3.475 3.058
C 2.585 4.223 3.287
C 0.232 4.051 3.832
C -0.860 -0.526 1.711
C -1.857 -0.867 2.820
C -3.213 -0.226 2.659
O -4.255 -0.796 2.803
O -3.124 1.120 2.397
N -0.745 -1.625 0.656
C -0.011 -2.821 1.254
O -0.161 -4.136 0.756
O -0.883 -4.305 -0.452
C -2.169 -1.957 0.210
C -2.953 -2.988 1.007
O -2.617 -3.742 1.851
Cl -4.605 -2.972 0.384
C -0.007 -1.032 -0.606
O 0.182 -2.082 -1.504
C 1.217 -2.857 -1.485
N 2.130 -3.562 -1.495
O -1.018 -0.229 -1.168
C -1.520 -0.493 -2.490
C -2.639 0.500 -2.877
C -3.096 1.447 -1.771
O -2.243 1.212 -4.039
H 0.083 -1.261 -5.169
H 0.654 -2.919 -4.913
H 1.171 -2.045 -6.345
H 2.704 -0.712 -5.137
H 2.757 -2.209 -4.180
H 2.708 1.009 -2.820
H 3.611 -0.464 -2.909
H 3.248 0.341 -0.656
H 2.898 -1.312 -0.924
H 0.911 2.247 -2.816
H -0.025 2.929 0.656
H 2.114 0.988 1.262
H 3.620 -0.423 1.728
H 2.856 -1.745 1.026
H -0.284 1.169 3.891
H -0.409 1.939 2.356
H 2.845 4.260 4.346
H 2.424 5.244 2.944
H 3.399 3.807 2.704
H 0.218 5.129 3.709
H -0.730 3.678 3.482
H 0.320 3.800 4.892
H -1.291 0.329 1.192
H -1.494 -0.505 3.782
H -1.996 -1.928 3.004
H -3.691 1.322 1.639
H -0.236 -2.871 2.313
H 1.048 -2.558 1.197
H -0.260 -4.808 -1.002
H -2.777 -1.062 0.177
H -2.129 -2.391 -0.779
H -0.748 -0.409 -3.242
H -1.958 -1.490 -2.561
H -3.511 -0.078 -3.188
H -4.100 1.794 -2.019
H -2.462 2.331 -1.745
H -3.158 0.977 -0.793
H -2.100 2.138 -3.823


2.
69
Properties=species:S:1:pos:R:3 method="wB97M-V/def2-TZVPD" e_above_lowest_kj_mol=54.7 lumo_energy_ev="2.106 / 2.106" total_charge=-1
Ti 0.199 0.110 0.356
C -4.248 1.338 -0.727
C -3.183 2.390 -0.601
N -3.515 3.646 -0.938
C -2.548 4.561 -0.874
C -1.243 4.324 -0.473
C -0.238 5.436 -0.424
O 0.197 5.742 0.904
C -0.882 3.021 -0.069
C 0.429 2.607 0.312
N 0.611 1.673 1.355
C 1.652 1.781 2.271
C 2.808 2.542 2.018
C 3.865 2.585 2.906
C 3.816 1.878 4.099
C 2.674 1.151 4.391
C 1.608 1.113 3.505
I -0.096 0.087 4.108
C -1.904 2.049 -0.176
O -1.545 0.760 -0.035
H -4.967 1.642 -1.487
H -4.794 1.230 0.218
H -3.820 0.368 -0.978
H -2.829 5.571 -1.164
H -0.674 6.357 -0.814
H 0.633 5.194 -1.047
H 0.366 4.896 1.338
H 1.264 3.251 0.067
H 2.884 3.086 1.088
H 4.739 3.173 2.655
H 4.642 1.901 4.796
H 2.600 0.612 5.326
O -3.468 -5.651 -0.194
C -2.528 -4.689 -0.406
O -1.640 -4.893 -1.189
C -2.734 -3.449 0.369
C -3.929 -2.764 0.477
N -3.667 -1.649 1.181
N -2.384 -1.545 1.528
C -1.791 -2.608 1.025
C -0.314 -2.809 1.206
O 0.112 -3.935 1.374
O 0.393 -1.723 1.129
H -3.993 -5.402 0.576
H -4.910 -2.969 0.081
H -4.284 -0.881 1.383
Cl 3.560 -1.195 1.567
C 3.417 -1.802 -0.058
C 3.950 -3.050 -0.332
C 3.871 -3.566 -1.617
C 3.261 -2.815 -2.611
C 2.726 -1.571 -2.315
C 2.771 -1.019 -1.027
C 2.130 0.273 -0.715
H 4.415 -3.610 0.467
H 4.281 -4.544 -1.833
H 3.200 -3.197 -3.623
H 2.244 -0.993 -3.096
H 1.908 0.823 -1.629
H 2.773 0.878 -0.072
N -0.800 -2.654 -2.930
C -1.418 -1.530 -3.431
C -1.132 -0.532 -2.555
N -0.356 -1.034 -1.530
C -0.180 -2.309 -1.790
H -0.922 -3.605 -3.233
H -1.989 -1.545 -4.341
H -1.437 0.500 -2.567
H 0.361 -3.013 -1.177


3.
171
Properties=species:S:1:pos:R:3 method="wB97M-V/def2-TZVPD" lumo_energy_ev="-1.925 / -7.692" s_squared=6.01 spin_multiplicity=5 total_charge=+1
Ti 0.908 -3.290 1.524
C 2.589 -0.354 -1.345
F 3.322 -0.658 -0.263
F 2.418 0.959 -1.643
F 3.284 -0.906 -2.364
S 0.846 -1.314 -1.310
O -0.059 -0.527 -2.126
O 0.957 -2.731 -1.769
N 0.363 -1.313 0.411
S -0.464 0.011 0.576
O 0.355 1.190 0.200
O -1.813 -0.156 -0.006
C -0.630 0.100 2.479
F 0.602 0.135 2.949
F -1.423 1.120 2.699
F -1.266 -1.006 2.834
C -0.156 -4.616 -4.694
C 1.376 -4.762 -4.908
C 2.067 -3.867 -6.042
O 1.889 -4.358 -7.380
C 2.475 -3.613 -8.372
N 1.970 -4.539 -3.600
H -0.433 -3.573 -4.545
H -0.499 -5.185 -3.830
H -0.734 -4.896 -5.575
H 1.562 -5.780 -5.252
H 3.150 -3.799 -5.945
H 1.608 -2.880 -5.987
H 3.547 -3.458 -8.255
H 1.918 -2.703 -8.598
H 2.523 -4.184 -9.299
H 2.968 -4.426 -3.708
H 1.687 -3.796 -2.977
C 5.231 -5.046 -1.888
C 4.950 -3.584 -2.158
C 5.956 -2.538 -1.425
O 5.994 -2.881 -0.048
C 6.818 -2.006 0.715
N 4.970 -3.368 -3.646
H 5.124 -5.279 -0.828
H 6.271 -5.220 -2.164
H 4.540 -5.701 -2.419
H 3.996 -3.256 -1.747
H 5.558 -1.529 -1.539
H 6.998 -2.539 -1.744
H 7.841 -2.308 0.490
H 6.646 -2.083 1.788
H 6.634 -0.948 0.530
H 5.843 -3.628 -4.083
H 4.902 -2.419 -3.986
C -2.710 3.713 2.775
C -3.410 4.921 2.232
C -4.477 5.163 3.335
O -5.329 6.278 2.953
C -5.952 6.739 4.159
N -2.501 6.140 2.094
H -1.733 3.538 2.325
H -3.186 2.734 2.823
H -2.370 3.973 3.777
H -3.842 4.719 1.252
H -4.016 5.467 4.274
H -5.038 4.270 3.610
H -6.550 5.997 4.689
H -6.791 7.379 3.884
H -5.306 7.223 4.892
H -1.841 5.866 1.381
H -3.074 6.919 1.803
C 1.299 3.945 2.015
C 2.121 4.900 3.015
C 3.249 5.784 2.325
O 2.667 6.732 1.421
C 3.544 7.493 0.571
N 1.237 5.615 3.845
H 0.300 4.370 1.912
H 1.029 3.028 2.538
H 1.782 3.661 1.080
H 2.551 4.173 3.705
H 3.911 5.192 1.693
H 3.974 6.277 2.973
H 4.126 8.179 1.187
H 3.040 8.215 -0.071
H 4.243 6.795 0.111
H 0.600 6.174 3.295
H 1.754 6.223 4.464
C -1.085 4.281 -1.091
C -0.265 5.506 -1.427
C -0.845 6.237 -2.690
O -0.091 7.354 -3.063
C -0.140 7.780 -4.467
N -0.269 6.387 -0.271
H -2.167 4.411 -1.077
H -0.819 3.841 -0.130
H -0.960 3.422 -1.750
H 0.770 5.203 -1.589
H -1.908 6.425 -2.541
H -0.851 5.448 -3.441
H 0.259 8.710 -4.872
H -1.200 8.021 -4.545
H -0.001 6.905 -5.102
H 0.224 5.938 0.488
H 0.068 7.311 -0.498
C 0.596 -7.094 0.004
C 0.394 -5.793 -0.711
C -1.035 -5.175 -0.526
O -2.104 -5.984 -1.194
C -3.371 -5.397 -1.115
N 1.373 -4.918 -0.220
H 0.275 -7.098 1.046
H 1.615 -7.446 -0.154
H -0.041 -7.915 -0.325
H 0.600 -6.028 -1.756
H -1.133 -4.148 -0.878
H -1.307 -5.233 0.528
H -3.431 -4.385 -1.516
H -3.810 -5.412 -0.118
H -4.011 -6.044 -1.715
H 2.225 -5.457 -0.280
H 1.404 -4.235 -0.963
C -3.955 -1.859 5.857
C -3.158 -3.197 5.880
C -3.790 -4.362 5.258
O -5.062 -4.679 5.856
C -5.075 -5.174 7.210
N -1.895 -2.866 5.207
H -3.540 -1.250 6.660
H -5.028 -1.922 6.042
H -3.889 -1.295 4.927
H -2.916 -3.221 6.942
H -3.144 -5.231 5.381
H -3.893 -4.289 4.175
H -6.121 -5.283 7.497
H -4.651 -4.377 7.821
H -4.393 -6.013 7.350
H -2.013 -2.430 4.303
H -1.216 -2.254 5.637
C -2.349 1.128 -3.414
C -3.725 1.050 -2.881
O -3.752 -0.224 -2.305
H -2.276 2.016 -4.043
H -2.154 0.222 -3.989
H -1.553 1.142 -2.669
H -4.417 1.102 -3.722
H -4.040 1.875 -2.243
H -2.835 -0.394 -2.078
C -4.935 -0.361 1.266
C -6.012 -0.695 2.265
O -7.133 -1.146 1.583
H -3.963 -0.293 1.754
H -4.996 0.682 0.955
H -4.829 -1.068 0.443
H -6.283 0.222 2.789
H -5.700 -1.356 3.074
H -7.415 -0.382 1.076
C 3.749 -0.175 4.003
C 4.715 -0.960 4.934
O 5.943 -1.009 4.316
H 3.984 0.825 3.640
H 2.783 -0.066 4.496
H 3.562 -0.740 3.089
H 4.220 -1.912 5.127
H 4.714 -0.505 5.925
H 6.617 -0.913 4.992
C 0.725 -0.023 -5.040
C 2.047 0.040 -5.908
O 2.299 1.276 -6.462
H -0.145 0.232 -5.645
H 0.654 0.690 -4.219
H 0.658 -1.029 -4.626
H 1.941 -0.620 -6.769
H 2.955 -0.066 -5.314
H 3.245 1.428 -6.518


no.,calculated total energy (eV)
1,-90331.8160
2,-95447.2670
3,-144745.7379